No. 1
Below is C21H31N5O3RuS2 as an isolated structure, with properties calculated with ωB97M-V/def2-TZVPD.

Calculated values
E_HOMO (alpha / beta), eV: -10.58 / -10.75
Expectation value of S²: 0.86
Strongest force on any atom, eV Å⁻¹: 0.47
2S+1: 2
Frontier orbital gap (alpha / beta), Eh: 0.274 / 0.220
Charge: +1
Relative energy (zero: lowest compared OMol25 entry of this formula, charge and spin), kJ/mol: 27.53
E_tot, eV: -60119.0706

```
63
Properties=species:S:1:pos:R:3:mulliken_spin:R:1
Ru 0.38 0.18 -0.03 0.23
C 1.47 -0.68 4.00 0.01
C 1.11 -0.80 2.55 -0.08
N 0.77 0.30 1.87 0.27
N 0.71 1.51 2.52 0.01
C 0.33 2.60 1.83 0.00
N 0.27 3.76 2.48 0.02
S -0.04 2.49 0.17 0.02
C 1.05 -2.01 1.83 0.20
C 1.28 -3.25 2.45 -0.13
C 1.16 -4.51 1.95 0.27
C 0.63 -4.95 0.69 -0.05
C -0.02 -4.22 -0.23 0.18
N 0.77 -1.90 0.40 0.01
H 2.21 0.11 4.15 -0.01
H 1.93 -1.59 4.38 0.00
H 0.60 -0.47 4.62 -0.01
H 0.94 1.56 3.50 0.00
H 0.27 3.81 3.49 0.00
H -0.09 4.56 1.98 0.00
H 1.60 -3.20 3.48 0.00
H 1.45 -5.31 2.62 0.01
H 0.72 -6.01 0.49 0.00
H -0.40 -4.74 -1.10 0.01
N 2.23 0.57 -0.85 0.00
C 2.15 0.42 -2.35 0.00
C 1.03 -0.58 -2.66 0.01
O 1.19 -1.50 -3.43 0.00
O -0.06 -0.32 -1.98 -0.01
H 2.49 1.53 -0.62 0.00
H 2.96 -0.02 -0.47 0.00
H 3.11 0.10 -2.75 0.00
H 1.86 1.37 -2.78 0.00
C -2.05 -2.45 1.62 0.01
C -1.70 -2.30 0.14 -0.01
C -2.72 -3.06 -0.72 0.01
C -0.27 -2.75 -0.26 0.01
H -3.11 -2.24 1.77 0.00
H -1.48 -1.77 2.25 -0.01
H -1.86 -3.47 1.96 0.00
H -1.78 -1.24 -0.15 0.00
H -2.76 -4.11 -0.43 -0.01
H -2.48 -2.99 -1.78 0.00
H -3.71 -2.63 -0.57 0.00
H -0.18 -2.46 -1.31 0.02
H 1.65 -2.13 -0.07 0.01
C -1.78 3.72 -3.84 0.00
S -0.88 2.30 -3.19 0.00
O -0.15 1.71 -4.34 0.00
C -2.34 1.30 -2.87 0.00
C -3.13 1.57 -1.76 0.01
C -4.26 0.80 -1.53 0.00
C -4.58 -0.23 -2.40 0.00
C -3.77 -0.51 -3.49 0.00
C -2.64 0.26 -3.73 0.00
H -2.42 3.40 -4.65 0.00
H -1.03 4.43 -4.20 0.00
H -2.36 4.17 -3.03 0.00
H -2.87 2.38 -1.09 0.00
H -4.89 1.01 -0.67 0.00
H -5.47 -0.83 -2.22 0.00
H -4.02 -1.32 -4.16 0.00
H -1.98 0.05 -4.57 0.00
```

---

No. 2
Below is a 5-piece molecular cluster, C21H31N5O7 overall at a distorted geometry, with properties calculated with ωB97M-V/def2-TZVPD.

Calculated values
E_HOMO, eV: -8.93
Strongest force on any atom, eV Å⁻¹: 9.52
Frontier orbital gap, Eh: 0.282
Charge: 0
Relative energy (zero: lowest compared OMol25 entry of this formula, charge and spin), kJ/mol: 887.43
E_tot, eV: -44046.1137

```
64
Properties=species:S:1:pos:R:3:mulliken_charge:R:1
O 3.43 0.09 0.02 -0.57
N 3.05 -1.13 0.03 0.94
O 2.38 -1.65 0.87 -0.55
C 3.49 -1.85 -1.21 0.13
C 3.07 -3.36 -1.41 -0.35
C 3.27 -3.99 -2.66 -0.44
C 3.95 -3.23 -3.77 -0.54
C 4.33 -1.95 -3.60 -0.35
C 4.15 -1.12 -2.30 -0.44
H 2.63 -3.92 -0.59 0.51
H 3.04 -5.00 -2.63 0.55
H 4.09 -3.87 -4.80 0.21
H 4.78 -1.48 -4.41 0.44
H 4.27 -0.05 -2.26 0.47
O 0.15 -6.43 -0.66 -0.61
N 0.18 -5.18 -0.52 1.01
O 0.33 -4.66 0.57 -0.54
C -0.17 -4.28 -1.65 -0.14
C -0.20 -4.72 -3.01 -0.47
C -0.34 -3.78 -4.13 -0.68
C -0.66 -2.25 -3.77 -0.31
C -0.51 -1.69 -2.50 -0.01
C -0.29 -2.70 -1.35 0.21
H -0.07 -5.72 -3.32 0.51
H -0.31 -3.99 -5.11 0.57
H -0.88 -1.46 -4.63 0.24
H -0.82 -0.50 -2.29 -0.09
H -0.24 -2.22 -0.27 0.43
C 0.36 0.80 0.35 -0.46
N -0.67 1.57 -0.34 0.25
C -0.34 2.59 -1.28 -0.81
C -1.99 1.30 -0.02 0.02
O -2.91 2.05 -0.48 -0.65
H 1.24 1.67 0.40 0.24
H 0.48 -0.24 -0.28 -0.38
H -0.07 0.70 1.27 0.47
H -0.85 3.57 -1.09 0.30
H -0.74 2.38 -2.31 0.28
H 0.87 2.87 -1.22 0.27
H -2.14 0.42 0.61 0.34
C 3.36 1.89 5.58 -0.91
N 3.44 2.61 4.35 0.08
C 4.09 3.84 4.29 -1.07
C 2.99 2.10 3.20 0.08
O 3.07 2.55 2.05 -0.67
H 3.61 2.46 6.41 0.34
H 3.84 1.08 5.24 0.41
H 2.17 1.73 5.64 0.24
H 3.72 4.57 3.49 0.29
H 5.07 3.68 3.97 0.37
H 3.77 4.40 5.11 0.42
H 2.48 1.18 3.42 0.41
C -6.46 1.68 0.05 -1.78
N -6.86 2.51 1.17 0.19
C -6.14 3.69 1.39 -0.87
C -7.98 2.27 1.86 0.15
O -8.32 2.93 2.92 -0.63
H -6.03 2.04 -0.69 0.73
H -7.17 0.91 -0.27 0.33
H -5.73 1.15 0.37 0.76
H -6.51 4.67 1.05 0.26
H -5.11 3.30 1.11 0.25
H -6.02 3.88 2.41 0.40
H -8.62 1.26 1.67 0.19
```

---

No. 3
Below is a 3-piece molecular cluster, C21H31NO2S3 overall at a distorted geometry, with properties calculated with ωB97M-V/def2-TZVPD.

Calculated values
E_HOMO, eV: -7.81
Strongest force on any atom, eV Å⁻¹: 4.91
Frontier orbital gap, Eh: 0.307
Charge: 0
E_tot, eV: -60360.3153

```
58
Properties=species:S:1:pos:R:3:mulliken_charge:R:1
C 0.51 -1.18 4.59 -1.10
C -0.75 -0.26 4.19 0.21
C -2.12 -1.12 4.13 -1.24
C -0.56 0.59 2.84 -0.60
C -0.12 -0.34 1.61 -0.42
N -0.93 -0.08 0.34 0.11
C -1.15 -1.42 -0.25 -0.34
C -2.56 -2.07 -0.04 -0.21
C -2.95 -3.49 -0.55 -0.58
C -1.86 -4.29 -1.31 -0.54
C -0.43 -3.72 -1.56 -0.67
C -0.11 -2.28 -1.00 0.88
S 1.59 -1.53 -1.20 -0.21
C 1.22 0.28 -1.27 0.80
C 2.11 1.28 -2.07 -0.43
C 1.77 2.81 -2.13 -0.55
C 0.48 3.31 -1.38 -0.54
C -0.39 2.29 -0.58 -0.50
C -0.04 0.77 -0.49 -0.24
H 1.22 -0.67 5.34 0.29
H 0.13 -2.12 5.13 0.31
H 1.13 -1.55 3.71 0.26
H -0.89 0.51 5.04 0.38
H -1.97 -2.01 3.42 0.25
H -3.01 -0.48 3.77 0.31
H -2.33 -1.45 5.20 0.40
H 0.25 1.39 3.05 0.23
H -1.52 1.19 2.61 0.29
H 1.00 -0.17 1.44 0.18
H -0.36 -1.43 1.90 0.46
H -3.35 -1.49 0.54 0.35
H -3.99 -3.92 -0.33 0.31
H -2.14 -5.35 -1.66 0.32
H 0.35 -4.34 -2.09 0.46
H 3.05 0.90 -2.61 0.28
H 2.45 3.53 -2.71 0.30
H 0.16 4.41 -1.41 0.47
H -1.32 2.66 -0.04 0.30
C 0.88 5.50 1.50 -0.82
S -0.58 5.32 2.53 0.49
O -1.51 4.40 1.81 -0.56
C -1.20 7.00 2.30 -0.99
H 1.41 4.55 1.48 0.28
H 0.59 5.79 0.49 0.18
H 1.54 6.27 1.93 0.44
H -1.36 7.19 1.23 0.30
H -0.48 7.71 2.70 0.38
H -2.15 7.10 2.83 0.32
C 3.21 -3.72 -4.68 -1.07
S 1.48 -4.20 -4.42 0.74
O 1.46 -5.67 -4.18 -0.65
C 0.96 -3.91 -6.12 -1.07
H 3.75 -3.86 -3.74 0.29
H 3.66 -4.35 -5.45 0.41
H 3.26 -2.67 -4.97 0.35
H 1.55 -4.53 -6.80 0.35
H 1.08 -2.86 -6.37 0.35
H -0.09 -4.19 -6.21 0.32
```

---

No. 4
Below is C21H32AlBr2Cl4F12NO8P2S2 as an isolated structure at a distorted geometry, with properties calculated with ωB97M-V/def2-TZVPD.

Calculated values
E_HOMO, eV: -7.22
Strongest force on any atom, eV Å⁻¹: 5.12
Frontier orbital gap, Eh: 0.043
Charge: 0
E_tot, eV: -309765.5864

```
85
Properties=species:S:1:pos:R:3:mulliken_charge:R:1
C -4.50 -1.85 -4.15 -0.98
C -2.83 -1.80 -4.18 0.12
P -2.25 -3.01 -2.82 0.13
C -1.00 -4.30 -3.45 -0.63
C -0.46 -5.32 -2.27 -0.75
C -1.72 -2.15 -1.21 0.08
C -2.83 -2.21 0.04 -0.42
C -2.54 -1.52 1.52 -0.48
C -1.05 -0.79 1.68 -0.11
S -0.68 0.01 3.34 -0.06
C -0.02 -0.78 0.37 -0.13
P 1.69 0.09 0.70 0.40
O 1.36 1.76 1.11 -0.48
Br 2.77 -0.83 2.47 -0.17
N -0.38 -1.42 -0.99 0.66
C 0.64 -1.29 -2.10 -0.16
C 0.80 0.27 -2.68 1.10
C 0.75 0.35 -4.33 -0.04
C -0.60 1.18 -4.73 -0.92
C -0.33 2.81 -4.99 0.91
F 0.87 3.12 -4.14 -0.24
F -0.05 2.93 -6.45 -0.27
C -1.69 3.57 -4.49 0.66
F -2.85 2.79 -5.07 -0.28
F -1.89 3.52 -3.00 -0.26
S -1.89 5.34 -5.04 1.07
F -1.73 5.86 -3.39 -0.31
F -0.21 5.60 -5.26 -0.27
F -2.18 4.94 -6.68 -0.26
F -3.59 5.18 -4.74 -0.31
F -2.13 7.01 -5.44 -0.29
H -4.98 -1.62 -5.19 0.33
H -4.75 -2.97 -3.82 0.28
H -4.90 -1.17 -3.27 0.27
H -2.52 -2.14 -5.27 0.45
H -2.55 -0.66 -3.98 -0.26
H -0.09 -3.86 -4.08 0.34
H -1.58 -5.00 -4.22 0.33
H -1.38 -6.03 -2.00 0.19
H 0.46 -5.90 -2.70 0.30
H -0.16 -4.64 -1.35 0.33
H -3.86 -2.74 -0.14 0.36
H -3.35 -1.54 2.39 0.36
H -0.77 1.40 3.08 0.25
H 0.57 2.00 0.51 0.33
H 0.43 -1.95 -3.05 -0.41
H 1.68 -1.67 -1.67 0.10
H 0.08 1.02 -2.13 0.03
H 1.91 0.58 -2.37 -0.96
H 1.75 0.81 -4.79 0.28
H 0.65 -0.72 -4.84 0.27
H -1.07 0.65 -5.68 0.37
H -1.33 1.14 -3.80 0.09
C -1.84 1.31 6.64 0.81
O -2.34 0.24 7.07 -0.67
O -2.79 2.22 6.45 -0.49
O -0.66 1.64 6.39 -0.56
H -3.48 1.59 6.75 0.32
Al -1.66 -7.50 -3.07 0.58
C 5.39 0.30 -0.83 0.09
Cl 4.30 1.41 0.05 0.04
Cl 4.44 -0.99 -1.59 0.00
Cl 6.27 1.21 -2.09 -0.06
Cl 6.56 -0.41 0.31 -0.07
C 2.69 1.38 7.03 -1.02
C 2.16 0.24 7.87 -0.10
O 3.16 -0.71 8.23 -0.34
C 4.02 -0.43 9.37 0.23
O 3.29 -0.12 10.44 -0.49
C 5.16 0.62 9.06 0.70
F 5.66 0.44 7.80 -0.23
F 6.22 0.47 9.90 -0.26
F 4.78 1.92 9.14 -0.23
H 3.44 1.04 6.31 0.26
H 1.87 1.87 6.49 0.42
H 3.16 2.15 7.66 0.26
H 1.45 -0.32 7.25 0.21
H 1.58 0.60 8.73 0.28
H 4.60 -1.36 9.42 0.25
O -1.78 2.12 0.25 -0.44
H -2.52 2.49 0.76 0.25
H -1.95 2.43 -0.65 0.23
Br 3.89 1.81 -3.06 -0.22
O -4.07 -5.63 -4.44 -0.86
H -4.72 -6.10 -4.93 0.15
```

---

No. 5
Below is C21H32BBr2N4O6SW as an isolated structure, with properties calculated with ωB97M-V/def2-TZVPD.

Calculated values
E_HOMO (alpha / beta), eV: -10.55 / -12.28
Expectation value of S²: 2.01
Strongest force on any atom, eV Å⁻¹: 0.94
2S+1: 3
Frontier orbital gap (alpha / beta), Eh: 0.207 / 0.285
Charge: +1
Relative energy (zero: lowest compared OMol25 entry of this formula, charge and spin), kJ/mol: 0.00
E_tot, eV: -193958.6948

```
68
Properties=species:S:1:pos:R:3:mulliken_spin:R:1
W -0.29 -0.36 -0.23 0.88
O 2.21 2.70 0.02 0.02
C 1.61 1.96 -0.69 0.01
O 1.33 0.67 -0.33 0.03
C 1.09 2.32 -2.07 0.00
C 1.05 1.09 -2.98 0.01
C 0.76 1.49 -4.43 0.00
C -0.74 1.85 -4.37 0.00
C -1.05 1.61 -2.90 0.01
O -0.21 0.46 -2.57 0.01
C -0.43 2.73 -2.04 0.00
C -0.98 2.66 -0.64 -0.01
O -1.29 3.59 0.03 0.02
O -1.10 1.37 -0.22 -0.02
H 1.72 3.12 -2.45 0.00
H 1.88 0.41 -2.87 0.00
H 0.95 0.65 -5.09 0.00
H 1.39 2.32 -4.74 0.00
H -1.34 1.19 -5.00 0.00
H -0.95 2.88 -4.65 0.00
H -2.09 1.39 -2.67 0.00
H -0.61 3.72 -2.43 0.00
B -1.25 -3.26 -1.86 0.02
N 0.16 -2.69 -2.19 -0.02
C 1.05 -3.20 -3.04 0.00
C 2.29 -2.60 -2.82 0.00
C 2.07 -1.71 -1.80 0.01
N 0.78 -1.76 -1.42 0.04
N -2.25 -2.07 -1.86 -0.02
C -3.42 -1.98 -2.46 0.00
C -4.09 -0.84 -2.00 0.00
C -3.24 -0.27 -1.10 0.00
N -2.11 -1.02 -1.00 0.08
H -1.22 -3.73 -0.75 0.00
H -1.56 -4.04 -2.72 0.00
H 0.76 -3.97 -3.74 0.00
H 3.21 -2.79 -3.34 0.00
H 2.77 -1.07 -1.29 0.00
H -3.73 -2.74 -3.16 0.00
H -5.07 -0.48 -2.30 0.00
H -3.37 0.62 -0.50 0.00
Br 0.11 -2.15 1.46 -0.02
C 3.72 -2.01 2.91 0.86
Br 3.50 -0.77 1.56 0.09
H 4.31 -2.89 2.71 0.02
H 3.30 -1.78 3.87 0.02
C -4.29 -1.77 4.29 0.00
C -3.23 -2.33 3.35 0.00
C -3.14 -1.57 2.02 0.00
S -2.11 -0.05 1.92 -0.01
O -3.04 1.08 1.69 -0.01
C -1.43 0.16 3.59 -0.01
C -0.69 1.48 3.75 0.00
C 0.40 1.74 2.71 0.01
H -4.22 -2.25 5.27 0.00
H -5.29 -1.97 3.90 0.00
H -4.21 -0.69 4.43 0.00
H -3.49 -3.36 3.10 0.00
H -2.25 -2.38 3.83 0.00
H -4.12 -1.18 1.72 0.00
H -2.75 -2.21 1.23 0.00
H -0.77 -0.69 3.77 0.00
H -2.30 0.12 4.24 0.00
H -0.25 1.46 4.75 0.00
H -1.42 2.29 3.73 0.00
H 0.94 0.83 2.45 -0.01
H 1.14 2.45 3.09 0.00
H -0.02 2.20 1.82 0.00
```

---

No. 6
Below is C21H32BF9N4O3P2RbS as an isolated structure, with properties calculated with ωB97M-V/def2-TZVPD.

Calculated values
E_HOMO, eV: -4.19
Strongest force on any atom, eV Å⁻¹: 0.46
Frontier orbital gap, Eh: 0.223
Charge: -1
Relative energy (zero: lowest compared OMol25 entry of this formula, charge and spin), kJ/mol: 40.86
E_tot, eV: -89616.5928

```
74
Properties=species:S:1:pos:R:3:mulliken_charge:R:1
Rb -0.63 -0.19 0.02 0.88
C 0.96 2.81 3.34 -1.50
C 1.64 1.57 2.84 1.16
C 2.80 1.64 2.07 -0.50
C 3.39 0.50 1.56 -0.31
C 2.84 -0.75 1.81 -0.26
C 1.68 -0.84 2.58 -0.53
C 1.09 0.31 3.08 -0.61
H 1.69 3.61 3.49 0.37
H 0.45 2.63 4.29 0.40
H 0.22 3.16 2.61 0.18
H 3.23 2.62 1.86 0.32
H 4.29 0.59 0.96 0.32
H 3.28 -1.64 1.39 0.31
H 1.23 -1.81 2.76 0.34
H 0.17 0.22 3.66 0.34
C 3.92 -1.47 -4.56 -0.95
N 3.61 -1.16 -3.18 0.53
C 4.75 -1.20 -2.28 -0.91
P 2.27 -0.39 -2.60 0.46
O 1.74 -0.95 -1.35 -0.71
O 1.30 -0.62 -3.89 0.48
P -0.31 -0.45 -3.89 -0.32
O -0.83 0.20 -2.69 -0.89
N -0.66 0.40 -5.25 0.40
C -1.00 1.81 -5.14 -0.91
C -0.12 0.00 -6.54 -1.06
N -0.77 -2.01 -4.22 0.26
C -2.22 -2.19 -4.39 -1.04
C -0.17 -3.07 -3.40 -0.77
N 2.60 1.21 -2.50 0.51
C 1.86 2.06 -1.55 -0.32
C 3.01 1.90 -3.71 -0.71
H 4.68 -0.79 -4.97 0.35
H 3.03 -1.41 -5.17 0.14
H 4.32 -2.49 -4.63 0.34
H 5.50 -0.44 -2.53 0.28
H 5.23 -2.18 -2.33 0.37
H 4.42 -1.03 -1.25 0.06
H -1.34 2.03 -4.13 0.24
H -1.80 2.05 -5.84 0.29
H -0.14 2.45 -5.36 0.27
H 0.05 -1.08 -6.55 0.30
H 0.84 0.51 -6.75 0.25
H -0.82 0.26 -7.33 0.36
H -2.62 -1.40 -5.02 0.38
H -2.74 -2.18 -3.43 0.24
H -2.40 -3.15 -4.86 0.36
H 0.91 -2.97 -3.37 0.13
H -0.43 -4.03 -3.85 0.42
H -0.55 -3.06 -2.38 0.22
H 1.76 1.54 -0.60 -0.38
H 0.87 2.34 -1.92 0.25
H 2.44 2.96 -1.38 0.43
H 3.60 1.23 -4.34 0.21
H 3.63 2.76 -3.45 0.34
H 2.15 2.26 -4.29 0.10
F -5.60 -3.95 -1.38 -0.34
C -4.75 -3.49 -0.44 0.52
C -3.38 -3.64 -0.59 0.02
F -2.90 -4.24 -1.70 -0.39
C -2.53 -3.16 0.38 -0.07
F -1.20 -3.30 0.14 -0.44
C -2.95 -2.52 1.56 0.18
S -1.85 -1.92 2.74 -0.41
C -4.34 -2.41 1.66 0.38
F -4.88 -1.82 2.74 -0.35
C -5.22 -2.87 0.70 0.22
F -6.55 -2.73 0.87 -0.32
F -2.45 1.97 -0.18 -0.44
B -1.52 3.03 -0.20 0.38
F -1.98 4.12 0.51 -0.35
F -1.22 3.38 -1.53 -0.40
F -0.32 2.53 0.41 -0.13
```

---

No. 7
Below is C21H32N2O6Sn as an isolated structure, with properties calculated with ωB97M-V/def2-TZVPD.

Calculated values
E_HOMO (alpha / beta), eV: -20.63 / -20.62
Strongest force on any atom, eV Å⁻¹: 0.93
Frontier orbital gap (alpha / beta), Eh: 0.228 / 0.207
Charge: +4
E_tot, eV: -43348.6245

```
62
Properties=species:S:1:pos:R:3:mulliken_charge:R:1
Sn 0.62 0.29 0.19 1.67
C 1.96 2.35 -2.24 -0.59
C 0.57 1.94 -2.68 -0.84
O -0.32 1.85 -1.56 -0.14
C -0.86 3.10 -1.08 -0.70
C -0.12 3.52 0.17 -0.42
O -0.09 2.38 1.06 -0.21
C -0.30 2.64 2.46 -0.53
C -0.68 1.31 3.07 -0.64
O 0.24 0.29 2.63 -0.17
C 1.44 0.04 3.37 -0.70
C 2.57 0.93 2.92 -0.53
O 2.65 0.87 1.48 -0.37
C 3.52 1.89 0.95 -0.52
C 3.59 1.74 -0.54 -0.71
O 2.26 1.59 -1.06 -0.20
H 2.02 3.42 -2.02 0.46
H 2.68 2.12 -3.03 0.51
H 0.59 0.95 -3.13 0.26
H 0.18 2.64 -3.42 0.47
H -1.91 2.92 -0.84 0.31
H -0.79 3.88 -1.83 0.48
H -0.64 4.37 0.63 0.60
H 0.90 3.83 -0.05 0.06
H -1.12 3.36 2.60 0.62
H 0.59 3.07 2.91 0.19
H -1.65 1.02 2.67 0.20
H -0.74 1.35 4.16 0.47
H 1.69 -1.01 3.20 0.28
H 1.26 0.17 4.44 0.41
H 3.50 0.57 3.36 0.52
H 2.44 1.96 3.24 0.36
H 4.52 1.80 1.38 0.46
H 3.12 2.87 1.22 0.32
H 4.17 0.86 -0.83 0.21
H 4.08 2.61 -0.97 0.45
N 3.89 -2.37 -0.48 -0.02
C 4.28 -3.49 -1.01 0.04
C 3.10 -4.08 -1.60 -0.54
C 2.06 -3.13 -1.30 -0.35
N 2.51 -2.11 -0.64 0.17
H 4.47 -1.72 0.04 0.18
H 5.30 -3.85 -0.98 0.50
H 3.04 -5.01 -2.14 0.43
H 1.02 -3.20 -1.58 0.54
C -2.74 -2.65 1.50 -1.49
C -2.69 -1.92 0.19 0.44
O -1.79 -1.15 -0.08 -0.23
C -3.83 -2.14 -0.78 0.59
C -3.82 -1.55 -2.02 -0.07
C -4.95 -1.70 -2.90 -0.38
C -6.01 -2.58 -2.61 -0.51
C -6.03 -3.17 -1.37 -0.58
C -4.92 -2.99 -0.48 -0.15
H -1.88 -2.38 2.11 0.18
H -2.75 -3.73 1.34 0.50
H -3.65 -2.40 2.04 0.49
H -2.97 -0.95 -2.31 0.50
H -5.04 -1.05 -3.76 0.42
H -6.81 -2.74 -3.32 0.45
H -6.86 -3.79 -1.08 0.44
H -4.89 -3.63 0.40 0.42
```